{
  "formula": "C25H53BrN9O7S",
  "method": "ωB97M-V/def2-TZVPD",
  "species": ["C", "C", "S", "C", "N", "C", "N", "C", "C", "O", "C", "O", "C", "C", "N", "C", "N", "Br", "H", "H", "H", "H", "H", "H", "H", "H", "H", "H", "H", "H", "H", "H", "H", "H", "H", "H", "C", "O", "N", "C", "C", "H", "H", "H", "H", "H", "H", "H", "C", "O", "N", "C", "C", "H", "H", "H", "H", "H", "H", "H", "C", "O", "N", "C", "C", "H", "H", "H", "H", "H", "H", "H", "C", "O", "N", "C", "C", "H", "H", "H", "H", "H", "H", "H", "C", "O", "N", "C", "C", "H", "H", "H", "H", "H", "H", "H"],
  "coordinates": [[-4.923, -8.040, 2.235], [-3.928, -8.211, 3.536], [-3.726, -6.659, 4.572], [-2.485, -5.465, 3.821], [-3.018, -4.765, 2.577], [-4.333, -4.030, 2.376], [-5.369, -3.844, 3.295], [-6.670, -3.125, 2.973], [-6.748, -1.594, 3.592], [-8.004, -1.004, 3.057], [-9.191, -1.567, 3.721], [-9.163, -2.277, 4.883], [-10.720, -1.319, 3.107], [-10.864, -1.701, 1.520], [-4.422, -3.471, 0.967], [-3.151, -3.902, 0.269], [-2.396, -4.678, 1.330], [-0.759, -5.375, 0.743], [-5.990, -8.523, 2.427], [-4.447, -8.608, 1.321], [-5.094, -6.932, 1.893], [-4.434, -9.034, 4.227], [-2.840, -8.564, 3.201], [-1.524, -6.093, 3.500], [-2.089, -4.686, 4.632], [-5.295, -4.236, 4.282], [-7.554, -3.813, 3.383], [-6.880, -3.013, 1.814], [-5.854, -0.995, 3.079], [-6.659, -1.551, 4.758], [-10.992, -0.199, 3.343], [-11.469, -2.009, 3.697], [-11.348, -0.761, 0.971], [-11.667, -2.570, 1.429], [-9.870, -2.011, 0.987], [-2.892, -3.639, -0.842], [2.279, -1.760, -0.520], [3.362, -1.270, -0.812], [1.143, -1.052, -0.192], [-0.103, -1.709, 0.143], [1.195, 0.395, -0.183], [2.129, -2.852, -0.497], [-0.873, -1.390, -0.566], [-0.394, -1.419, 1.156], [-0.001, -2.797, 0.096], [1.478, 0.748, -1.179], [1.954, 0.719, 0.535], [0.224, 0.815, 0.094], [4.311, 0.074, 4.257], [3.178, -0.380, 4.354], [5.156, -0.111, 3.184], [6.486, 0.461, 3.144], [4.703, -0.903, 2.059], [4.755, 0.691, 5.055], [6.559, 1.126, 2.279], [7.216, -0.347, 3.051], [6.696, 1.032, 4.053], [3.802, -0.444, 1.641], [4.456, -1.910, 2.409], [5.477, -0.961, 1.290], [-0.608, 3.283, -2.466], [-0.810, 2.217, -1.898], [0.600, 3.944, -2.519], [0.758, 5.204, -3.213], [1.750, 3.361, -1.860], [-1.414, 3.813, -2.999], [1.508, 5.083, -4.000], [1.093, 5.962, -2.499], [-0.186, 5.527, -3.663], [1.942, 2.372, -2.287], [1.530, 3.246, -0.794], [2.632, 3.995, -1.987], [6.169, 3.381, -2.966], [5.192, 4.119, -2.986], [6.151, 2.039, -2.651], [7.354, 1.233, -2.649], [4.890, 1.414, -2.310], [7.177, 3.754, -3.209], [7.235, 0.419, -3.369], [7.501, 0.820, -1.647], [8.228, 1.830, -2.923], [4.200, 1.523, -3.152], [4.465, 1.921, -1.439], [5.033, 0.354, -2.085], [5.114, 8.429, -4.595], [5.182, 9.652, -4.606], [4.950, 7.628, -5.705], [4.878, 6.185, -5.608], [4.847, 8.247, -7.010], [5.181, 7.857, -3.655], [5.691, 5.750, -6.196], [3.916, 5.851, -6.007], [4.970, 5.855, -4.569], [5.755, 8.825, -7.203], [3.989, 8.926, -7.015], [4.721, 7.489, -7.788]],
  "lowdin_charge": [-0.17, -0.50, 0.79, -0.41, -0.11, -0.16, 0.04, -0.14, -0.14, -0.09, -0.24, -0.06, -0.14, -0.13, 0.09, -0.01, -0.52, 0.86, 0.09, 0.08, 0.06, 0.11, 0.10, 0.09, 0.14, 0.15, 0.15, 0.14, 0.15, 0.14, 0.13, 0.13, 0.09, 0.09, 0.08, 0.16, -0.31, 0.00, -0.19, -0.08, -0.05, 0.13, 0.09, 0.10, 0.00, 0.07, 0.09, 0.09, -0.33, -0.01, -0.21, -0.06, -0.05, 0.13, 0.09, 0.09, 0.09, 0.07, 0.10, 0.09, -0.31, -0.01, -0.20, -0.05, -0.05, 0.13, 0.09, 0.09, 0.09, 0.07, 0.10, 0.08, -0.31, -0.01, -0.20, -0.06, -0.05, 0.13, 0.09, 0.09, 0.09, 0.09, 0.09, 0.08, -0.33, 0.00, -0.21, -0.07, -0.05, 0.13, 0.09, 0.09, 0.05, 0.09, 0.09, 0.09],
  "multiplicity": 1,
  "charge": 1,
  "orbital_gap_ev": 5.6051
}

{
  "formula": "C22H19O6P",
  "method": "ωB97M-V/def2-TZVPD",
  "species": ["C", "C", "C", "C", "C", "C", "C", "C", "C", "C", "C", "C", "O", "C", "C", "C", "C", "C", "O", "C", "P", "O", "O", "C", "C", "O", "C", "C", "O", "H", "H", "H", "H", "H", "H", "H", "H", "H", "H", "H", "H", "H", "H", "H", "H", "H", "H", "H"],
  "coordinates": [[5.232, -4.117, 0.348], [4.107, -4.094, -0.129], [2.542, -4.032, -0.310], [2.261, -2.839, -1.337], [2.204, -1.501, -0.491], [1.982, -0.239, -1.404], [3.160, 0.416, -2.072], [3.031, 1.624, -2.961], [1.657, 2.192, -3.156], [0.482, 1.554, -2.486], [0.622, 0.329, -1.603], [-0.689, -0.242, -0.919], [-0.928, -1.432, -0.817], [-1.666, 0.882, -0.367], [-2.375, 0.699, 0.925], [-2.303, -0.566, 1.850], [-0.678, -0.873, 2.194], [-0.269, -2.470, 2.087], [-0.432, -1.636, 3.433], [-3.258, 1.859, 1.373], [-4.248, 1.847, 2.974], [-3.068, 1.744, 4.220], [-4.856, 3.425, 3.141], [-3.395, 3.079, 0.508], [-2.696, 3.229, -0.815], [-2.877, 4.367, -1.618], [-1.800, 2.112, -1.245], [-0.990, 2.128, -2.611], [-1.467, 2.507, -3.660], [6.281, -4.351, 0.636], [2.188, -5.002, -0.764], [2.010, -3.880, 0.678], [1.289, -3.016, -1.878], [3.064, -2.752, -2.137], [3.178, -1.316, 0.073], [1.395, -1.509, 0.310], [4.221, 0.045, -1.929], [3.944, 2.084, -3.436], [1.464, 3.101, -3.784], [-2.674, -0.361, 2.892], [-2.701, -1.505, 1.381], [0.115, -0.091, 1.834], [0.767, -2.805, 2.372], [-1.013, -3.230, 2.471], [-2.188, 1.574, 3.825], [-4.117, 4.057, 3.303], [-4.069, 3.931, 0.827], [-2.036, 4.869, -1.673]],
  "lowdin_charge": [0.07, -0.14, -0.17, -0.19, -0.17, -0.12, -0.01, -0.04, -0.01, -0.05, 0.00, -0.26, 0.10, 0.00, -0.13, -0.07, -0.20, -0.02, -0.19, -0.26, 0.89, -0.32, -0.33, 0.01, -0.20, 0.01, 0.03, -0.27, 0.11, 0.04, 0.11, 0.10, 0.11, 0.12, 0.13, 0.08, 0.11, 0.10, 0.11, 0.09, 0.13, 0.16, 0.09, 0.12, 0.04, 0.06, 0.11, 0.13],
  "smiles": "C#CCCCc1cccc2c1C(=O)c1c(C[C@@H]3CO3)c(P(O)O)cc(O)c1C2=O",
  "multiplicity": 1,
  "charge": 0,
  "orbital_gap_ev": 7.8403
}

{
  "formula": "C3H12N2O",
  "method": "ωB97M-V/def2-TZVPD",
  "species": ["C", "N", "C", "C", "N", "H", "H", "H", "H", "H", "H", "H", "H", "H", "H", "O", "H", "H"],
  "coordinates": [[0.402, -0.046, 1.618], [-0.300, 0.909, 0.737], [-1.477, 0.376, 0.063], [-1.262, -0.224, -1.327], [-0.302, -1.364, -1.433], [1.088, 0.498, 2.245], [-0.369, -0.438, 2.269], [0.800, -0.935, 1.119], [0.322, 1.304, 0.045], [-2.157, 1.212, -0.129], [-1.944, -0.401, 0.666], [-0.864, 0.478, -2.049], [-2.199, -0.602, -1.749], [0.625, -0.965, -1.285], [-0.396, -1.958, -0.611], [2.775, 0.535, -0.389], [2.014, 0.350, 0.187], [3.244, 1.269, 0.024]],
  "lowdin_charge": [-0.14, -0.12, -0.24, -0.27, -0.01, 0.08, 0.08, 0.07, 0.08, 0.11, 0.11, 0.10, 0.10, 0.04, 0.05, -0.06, -0.03, 0.05],
  "smiles": "CNCCN.O",
  "e_above_lowest_ev": 0.754,
  "multiplicity": 1,
  "charge": 0,
  "orbital_gap_ev": 9.6895
}

{
  "formula": "C48H50BIN6NiO2P",
  "method": "ωB97M-V/def2-TZVPD",
  "species": ["Ni", "C", "N", "C", "C", "N", "C", "C", "C", "C", "C", "C", "C", "C", "C", "N", "C", "N", "C", "C", "N", "C", "C", "C", "N", "C", "C", "H", "H", "H", "H", "H", "H", "H", "H", "H", "H", "H", "H", "H", "H", "H", "H", "H", "H", "H", "H", "H", "H", "H", "H", "H", "H", "H", "H", "H", "H", "I", "C", "C", "C", "C", "C", "C", "C", "C", "C", "P", "C", "C", "C", "C", "C", "C", "C", "C", "C", "C", "C", "C", "C", "H", "H", "H", "H", "H", "H", "H", "H", "H", "H", "H", "H", "H", "H", "H", "H", "O", "B", "O", "C", "C", "C", "C", "C", "C", "H", "H", "H", "H"],
  "coordinates": [[-0.189, -0.092, 0.490], [3.656, 0.053, 3.328], [2.278, -0.132, 2.888], [1.491, 1.091, 2.897], [1.842, -1.321, 2.397], [0.823, -1.421, 1.565], [0.181, -2.686, 1.487], [-0.243, -3.272, 2.656], [-0.751, -4.584, 2.678], [-0.772, -5.310, 1.528], [-0.372, -4.732, 0.294], [-0.319, -5.547, -0.862], [0.119, -5.024, -2.042], [0.382, -3.649, -2.143], [0.220, -2.786, -1.075], [0.242, -1.403, -1.303], [-0.245, -0.988, -2.466], [0.381, -0.008, -3.154], [1.819, 0.176, -3.075], [-0.317, 0.950, -3.994], [-1.403, -1.455, -3.025], [-1.501, -1.713, -4.454], [-2.378, -2.183, -2.240], [0.003, -3.360, 0.232], [2.601, -2.402, 2.766], [2.855, -3.512, 1.866], [2.870, -2.675, 4.165], [3.715, 0.186, 4.411], [4.058, 0.948, 2.851], [4.268, -0.796, 3.037], [1.167, 1.349, 3.909], [0.634, 0.973, 2.243], [2.090, 1.908, 2.497], [-0.130, -2.721, 3.583], [-1.077, -5.019, 3.614], [-1.094, -6.344, 1.531], [-0.590, -6.591, -0.778], [0.228, -5.652, -2.916], [0.663, -3.236, -3.105], [2.279, -0.700, -2.626], [2.077, 1.066, -2.497], [2.211, 0.309, -4.086], [-1.383, 0.920, -3.788], [-0.151, 0.759, -5.058], [0.053, 1.949, -3.764], [-0.587, -1.420, -4.962], [-2.344, -1.181, -4.900], [-1.647, -2.786, -4.609], [-2.295, -1.897, -1.198], [-2.234, -3.265, -2.317], [-3.376, -1.930, -2.600], [2.704, -3.196, 0.837], [2.216, -4.375, 2.078], [3.898, -3.814, 1.988], [2.536, -1.847, 4.786], [3.936, -2.837, 4.340], [2.329, -3.576, 4.474], [-2.556, -1.138, 1.485], [-4.063, -0.385, 0.244], [-5.016, -1.311, -0.083], [-6.205, -0.926, -0.728], [-6.445, 0.398, -0.932], [-5.482, 1.375, -0.581], [-5.828, 2.744, -0.676], [-4.958, 3.708, -0.271], [-3.654, 3.335, 0.098], [-3.229, 2.027, 0.123], [-1.387, 1.868, 0.226], [-0.854, 2.958, -1.161], [0.514, 3.206, -1.268], [1.016, 4.059, -2.239], [0.157, 4.660, -3.149], [-1.200, 4.387, -3.083], [-1.703, 3.548, -2.097], [-1.109, 2.903, 1.721], [-0.318, 4.046, 1.741], [-0.115, 4.739, 2.930], [-0.701, 4.300, 4.106], [-1.503, 3.165, 4.091], [-1.703, 2.472, 2.910], [-4.202, 0.993, -0.078], [-4.873, -2.348, 0.191], [-6.939, -1.674, -0.992], [-7.387, 0.734, -1.345], [-6.818, 3.000, -1.034], [-5.237, 4.753, -0.281], [-2.943, 4.122, 0.322], [1.192, 2.749, -0.572], [2.081, 4.250, -2.282], [0.543, 5.327, -3.909], [-1.878, 4.830, -3.801], [-2.764, 3.350, -2.082], [0.141, 4.413, 0.835], [0.498, 5.630, 2.929], [-0.545, 4.844, 5.028], [-1.976, 2.821, 5.001], [-2.335, 1.591, 2.912], [2.568, 1.396, -0.027], [1.825, 0.206, -0.004], [2.719, -0.872, -0.122], [3.978, -0.339, -0.191], [5.186, -0.993, -0.288], [6.326, -0.189, -0.318], [6.239, 1.198, -0.256], [5.007, 1.846, -0.162], [3.894, 1.039, -0.132], [5.243, -2.072, -0.339], [7.298, -0.655, -0.393], [7.145, 1.787, -0.284], [4.929, 2.923, -0.113]],
  "lowdin_charge": [0.02, -0.02, -0.10, -0.03, -0.35, 0.05, -0.34, -0.11, -0.07, -0.03, -0.16, -0.04, -0.07, -0.03, -0.21, 0.10, -0.37, -0.11, -0.01, -0.04, -0.13, -0.05, -0.04, -0.07, -0.15, -0.02, -0.05, 0.10, 0.09, 0.09, 0.11, 0.03, 0.10, 0.12, 0.11, 0.12, 0.11, 0.11, 0.12, 0.10, 0.08, 0.11, 0.10, 0.10, 0.07, 0.09, 0.10, 0.10, 0.02, 0.10, 0.10, 0.09, 0.09, 0.10, 0.09, 0.10, 0.09, 1.37, -0.58, -0.17, -0.06, -0.02, -0.15, -0.01, -0.05, -0.11, -0.29, 1.08, -0.33, -0.13, -0.07, -0.08, -0.07, -0.09, -0.36, -0.07, -0.07, -0.08, -0.07, -0.11, -0.19, 0.09, 0.11, 0.12, 0.12, 0.12, 0.12, 0.08, 0.11, 0.11, 0.11, 0.10, 0.10, 0.11, 0.11, 0.11, 0.06, 0.09, -0.48, 0.11, -0.21, 0.02, -0.08, -0.08, 0.01, -0.21, 0.12, 0.11, 0.11, 0.12],
  "multiplicity": 1,
  "charge": 1,
  "orbital_gap_ev": [7.0999, 7.1037]
}